Record 1
The following is a quantum chemistry calculation of a molecular structure, C26H31N5O2PPdS2, from OMol25.

Last column: Löwdin spin population.
Geometry (Å):
1 Pd -0.031 -1.480 0.531  1.434
2 N 1.262 -0.031 1.675  0.066
3 C 2.384 0.669 1.098  0.026
4 C 3.665 0.220 1.358  0.004
5 C 4.763 0.888 0.833  0.033
6 C 4.593 2.013 0.039  0.006
7 C 3.316 2.466 -0.237  0.033
8 C 2.197 1.788 0.273  0.072
9 P 0.572 2.349 -0.177  0.427
10 C 0.522 3.999 -0.769  0.077
11 C 0.019 4.323 -2.041  0.043
12 C 0.010 5.643 -2.445  0.005
13 C 0.474 6.639 -1.589  0.072
14 C 0.960 6.325 -0.322  -0.002
15 C 0.981 5.012 0.097  0.049
16 C -0.248 1.160 -1.231  0.074
17 C -1.608 1.317 -1.510  0.033
18 C -2.238 0.432 -2.375  0.007
19 C -1.527 -0.616 -2.946  0.040
20 C -0.180 -0.793 -2.644  0.048
21 C 0.470 0.086 -1.779  0.052
22 H 0.670 0.617 2.192  0.009
23 H 1.614 -0.701 2.356  0.001
24 H 3.813 -0.642 1.999  0.000
25 H 5.760 0.533 1.059  0.002
26 H 5.449 2.533 -0.366  0.000
27 H 3.176 3.333 -0.868  0.001
28 H -0.321 3.551 -2.717  0.001
29 H -0.350 5.902 -3.431  0.000
30 H 0.457 7.672 -1.913  0.003
31 H 1.313 7.108 0.335  -0.001
32 H 1.346 4.764 1.087  0.001
33 H -2.167 2.133 -1.069  0.001
34 H -3.283 0.573 -2.620  0.000
35 H -2.017 -1.286 -3.641  0.001
36 H 0.385 -1.586 -3.118  0.001
37 H 1.542 0.002 -1.630  0.001
38 C -6.451 -1.467 -0.696  -0.005
39 C -5.068 -1.180 -0.233  -0.008
40 C -4.742 -0.049 0.531  0.089
41 C -3.433 0.120 0.946  0.006
42 N -2.478 -0.763 0.639  0.124
43 C -2.890 -1.806 -0.104  0.046
44 S -1.618 -2.905 -0.538  0.797
45 N -4.106 -2.056 -0.551  0.070
46 H -7.071 -0.573 -0.698  0.000
47 H -6.906 -2.195 -0.019  -0.002
48 H -6.433 -1.917 -1.686  -0.001
49 H -5.499 0.676 0.795  0.004
50 H -3.140 0.977 1.541  0.000
51 C 3.163 -4.337 0.953  0.001
52 S 1.864 -3.968 -0.209  0.009
53 C 2.714 -4.344 -1.728  0.008
54 O 1.771 -2.423 -0.211  0.122
55 H 3.353 -5.411 0.927  0.000
56 H 2.797 -4.050 1.936  0.000
57 H 4.058 -3.779 0.683  0.000
58 H 2.950 -5.408 -1.723  0.001
59 H 3.620 -3.744 -1.795  0.000
60 H 2.040 -4.128 -2.554  0.000
61 N -1.598 -1.952 3.533  -0.001
62 C -0.510 -2.734 3.393  0.010
63 N -0.121 -3.487 4.422  0.004
64 O 0.166 -2.739 2.324  0.107
65 H -2.186 -2.035 4.347  0.000
66 H -2.016 -1.591 2.689  -0.001
67 H -0.661 -3.572 5.267  0.001
68 H 0.688 -4.075 4.322  0.000

**Frontier orbital gap (alpha / beta)**: 8.58 / 5.80 eV
**Relative energy (zero: lowest compared OMol25 entry of this formula, charge and spin)**: 0.0 kcal/mol
**Highest occupied orbital energy (alpha / beta)**: -16.3 / -17.1 eV
**<S²>**: 6.035
**Spin multiplicity**: 5
**Total charge**: +3

Record 2
The following is a quantum chemistry calculation of a molecular structure, C44H74CuF9N7O2P, from OMol25.

Last column: Mulliken charge in e.
Geometry (Å):
1 C 8.475 7.344 4.144  -1.393
2 C 8.414 7.335 2.608  -0.442
3 C 7.834 5.961 2.063  -0.644
4 N 8.347 5.598 0.595  0.030
5 C 9.865 5.112 0.730  -0.595
6 C 10.396 4.613 -0.626  -0.756
7 C 9.499 3.433 -1.183  -0.628
8 C 7.990 3.760 -1.249  -0.665
9 C 7.579 4.350 0.112  -0.653
10 C 8.163 6.777 -0.385  -0.978
11 H 8.959 6.439 4.511  0.358
12 H 7.480 7.403 4.584  0.345
13 H 9.007 8.212 4.532  0.375
14 H 9.414 7.598 2.265  0.371
15 H 7.789 8.135 2.211  0.403
16 H 6.755 6.092 1.968  0.452
17 H 8.108 5.116 2.693  0.426
18 H 9.783 4.333 1.487  0.403
19 H 10.411 5.917 1.222  0.503
20 H 11.419 4.265 -0.479  0.422
21 H 10.471 5.457 -1.312  0.310
22 H 9.655 2.605 -0.492  0.310
23 H 9.777 3.070 -2.172  0.361
24 H 7.433 2.832 -1.377  0.380
25 H 7.788 4.315 -2.165  0.317
26 H 7.642 3.532 0.828  0.417
27 H 6.508 4.550 0.076  0.447
28 H 8.648 7.647 0.057  0.344
29 H 7.094 6.976 -0.470  0.328
30 H 8.632 6.546 -1.341  0.447
31 C -8.446 9.417 -2.481  -1.313
32 C -7.103 8.731 -2.762  -0.671
33 C -7.099 7.230 -2.303  -0.376
34 C -5.841 6.460 -2.704  -1.252
35 N -5.948 4.931 -2.580  0.332
36 C -4.670 4.159 -2.838  -0.716
37 C -4.509 4.106 -4.431  -0.685
38 C -5.949 4.179 -4.943  -0.614
39 C -6.881 4.464 -3.723  -0.632
40 C -6.494 4.693 -1.151  -0.983
41 C -5.656 5.223 0.012  -0.373
42 C -6.269 4.932 1.421  -1.250
43 H -9.150 8.952 -3.171  0.336
44 H -8.493 10.466 -2.774  0.392
45 H -8.764 9.311 -1.444  0.328
46 H -6.255 9.272 -2.343  0.377
47 H -6.942 8.740 -3.840  0.356
48 H -8.065 6.731 -2.377  0.550
49 H -6.994 7.336 -1.223  0.219
50 H -5.029 6.748 -2.037  0.492
51 H -5.558 6.771 -3.710  0.606
52 H -4.800 3.158 -2.428  0.491
53 H -3.752 4.487 -2.350  0.394
54 H -4.187 3.087 -4.647  0.348
55 H -3.811 4.773 -4.936  0.348
56 H -6.176 3.288 -5.529  0.391
57 H -6.015 5.060 -5.581  0.288
58 H -7.389 3.584 -3.330  0.473
59 H -7.655 5.210 -3.908  0.364
60 H -6.567 3.609 -1.072  0.673
61 H -7.510 5.085 -1.101  0.429
62 H -5.511 6.303 0.009  0.240
63 H -4.636 4.848 -0.077  0.397
64 H -6.879 4.042 1.270  0.349
65 H -6.838 5.792 1.773  0.341
66 H -5.469 4.606 2.086  0.351
67 Cu 5.015 -5.229 -5.846  1.001
68 P 1.590 -1.929 -2.075  1.161
69 F 0.618 -2.531 -0.925  -0.347
70 F 2.054 -3.486 -2.394  -0.386
71 F 0.357 -2.130 -3.193  -0.370
72 F 2.546 -1.419 -3.261  -0.342
73 F 1.198 -0.418 -1.601  -0.348
74 F 2.753 -1.833 -0.892  -0.369
75 N 3.685 -9.144 0.251  0.000
76 C 3.143 -10.360 0.163  -0.391
77 C 3.750 -11.204 1.036  -0.320
78 C 4.630 -10.380 1.830  -0.315
79 C 4.544 -9.106 1.337  -0.659
80 H 3.633 -8.325 -0.338  0.202
81 H 2.435 -10.648 -0.599  0.370
82 H 3.572 -12.269 1.065  0.373
83 H 5.186 -10.848 2.629  0.384
84 H 5.137 -8.229 1.550  0.356
85 N -5.726 -2.866 -2.852  0.010
86 C -6.690 -2.779 -1.895  -0.478
87 C -7.924 -3.173 -2.498  -0.375
88 C -7.668 -3.360 -3.856  -0.399
89 C -6.301 -3.168 -4.067  -0.522
90 H -4.766 -2.587 -2.708  0.209
91 H -6.382 -2.515 -0.894  0.396
92 H -8.868 -3.299 -1.988  0.390
93 H -8.438 -3.654 -4.554  0.386
94 H -5.618 -3.151 -4.903  0.387
95 N 2.252 2.501 4.037  -0.011
96 C 1.797 3.679 3.547  -0.482
97 C 1.779 4.463 4.737  -0.373
98 C 2.293 3.747 5.855  -0.416
99 C 2.557 2.548 5.388  -0.445
100 H 2.250 1.654 3.486  0.218
101 H 1.492 3.807 2.519  0.380
102 H 1.392 5.470 4.766  0.377
103 H 2.360 4.074 6.882  0.397
104 H 2.696 1.637 5.951  0.358
105 N -0.515 -9.861 -5.820  -0.037
106 C -1.291 -8.716 -5.830  -0.335
107 C -2.588 -9.127 -5.857  -0.382
108 C -2.586 -10.536 -5.978  -0.520
109 C -1.305 -10.989 -5.898  -0.377
110 H 0.490 -9.833 -5.913  0.193
111 H -0.963 -7.691 -5.912  0.337
112 H -3.340 -8.366 -6.008  0.374
113 H -3.481 -11.140 -5.942  0.378
114 H -0.808 -11.945 -5.969  0.369
115 N -5.022 -7.989 0.793  -0.044
116 C -5.895 -8.639 1.687  -0.486
117 C -5.058 -9.435 2.445  -0.275
118 C -3.685 -9.270 2.087  -0.428
119 C -3.713 -8.345 0.981  -0.452
120 H -5.406 -7.499 -0.002  0.220
121 H -6.973 -8.583 1.676  0.349
122 H -5.444 -10.056 3.241  0.368
123 H -2.825 -9.704 2.575  0.379
124 H -2.883 -7.948 0.414  0.367
125 C -0.197 -4.910 5.851  -1.087
126 C 1.267 -4.977 5.394  -0.182
127 O 2.137 -4.865 6.455  -0.281
128 C 2.313 -5.738 7.487  0.409
129 O 1.667 -6.766 7.585  -0.505
130 C 3.386 -5.369 8.535  0.831
131 F 2.894 -5.089 9.780  -0.261
132 F 4.214 -6.338 8.689  -0.232
133 F 4.012 -4.298 8.135  -0.240
134 H -0.750 -4.656 4.946  0.353
135 H -0.342 -4.238 6.697  0.325
136 H -0.595 -5.848 6.239  0.300
137 H 1.470 -4.072 4.821  0.264
138 H 1.457 -5.807 4.714  0.305

**Frontier orbital gap**: 1.54 eV
**Highest occupied orbital energy**: -9.6 eV
**Total charge**: +2

Record 3
The following is a quantum chemistry calculation of 2 unconnected molecules or ions with the total composition C5H7NO, from OMol25.

Last column: natural (NBO) charge in e.
Geometry (Å):
1 C 1.375 0.264 1.455  -0.164
2 C 0.621 -0.894 1.425  -0.265
3 C -0.626 -0.742 0.814  0.043
4 N -1.015 0.339 0.130  -0.443
5 C -0.219 1.411 0.155  0.041
6 C 0.988 1.466 0.855  -0.267
7 H 2.370 0.156 1.908  0.213
8 H 0.906 -1.877 1.823  0.228
9 H -1.209 -1.669 0.895  0.188
10 H -0.594 2.284 -0.395  0.197
11 H 1.613 2.366 0.918  0.230
12 O -1.079 -0.954 -3.551  -0.948
13 H -1.271 -0.647 -2.635  0.479
14 H -1.859 -1.501 -3.797  0.468

**Frontier orbital gap**: 10.80 eV
**Relative energy (zero: lowest compared OMol25 entry of this formula, charge and spin)**: 14.1 kcal/mol
**Highest occupied orbital energy**: -9.9 eV

Record 4
The following is a quantum chemistry calculation of a molecular structure, C20H25NO2Yb, from OMol25.

Last column: Löwdin spin population.
Geometry (Å):
1 Yb -0.033 0.420 0.160  1.002
2 C 0.749 1.998 1.821  0.000
3 C 1.249 0.744 2.213  0.000
4 C 2.156 0.305 1.234  0.000
5 H 0.944 0.190 3.082  0.000
6 C 2.225 1.291 0.233  0.000
7 C 1.360 2.340 0.595  -0.001
8 H 1.197 3.244 0.035  0.000
9 H 0.019 2.580 2.356  0.000
10 H 2.638 -0.655 1.210  0.000
11 H 2.795 1.228 -0.678  0.000
12 C -2.341 1.165 0.144  0.002
13 C -1.559 2.275 -0.187  -0.001
14 C -0.898 1.995 -1.408  0.000
15 H -1.445 3.167 0.403  0.000
16 C -1.336 0.733 -1.855  0.000
17 C -2.204 0.207 -0.892  0.000
18 H -2.650 -0.771 -0.896  0.000
19 H -2.911 1.033 1.046  0.000
20 H -0.208 2.639 -1.924  0.000
21 H -0.980 0.229 -2.737  0.000
22 O 0.790 -0.832 -0.905  0.003
23 C 1.184 -1.126 -3.867  0.000
24 C 1.246 -2.204 -2.844  0.001
25 C 2.321 -0.186 -4.002  0.000
26 C 0.120 -1.161 -4.899  0.000
27 C 0.353 -1.949 -1.624  0.001
28 H 2.267 -2.339 -2.479  0.000
29 H 0.931 -3.160 -3.274  0.000
30 H -0.689 -1.850 -1.944  0.000
31 H 0.391 -2.811 -0.948  0.000
32 H 3.132 -0.601 -4.620  0.000
33 H 2.759 0.042 -3.031  0.000
34 H 2.026 0.752 -4.475  0.000
35 H 0.392 -1.799 -5.754  0.000
36 H -0.087 -0.172 -5.312  0.000
37 H -0.815 -1.564 -4.507  0.000
38 O -1.276 -0.951 1.473  0.107
39 N -1.240 -0.704 2.804  0.293
40 C -0.900 -1.823 3.677  0.341
41 C -1.010 -1.514 5.154  0.039
42 C -1.378 -0.310 5.607  0.070
43 C -1.697 0.769 4.671  0.093
44 C -1.634 0.565 3.354  -0.004
45 H 0.133 -2.161 3.453  0.044
46 H -0.786 -2.296 5.871  -0.001
47 H -1.446 -0.124 6.674  0.004
48 H -1.986 1.745 5.055  0.007
49 H -1.869 1.409 2.737  -0.001

**Frontier orbital gap (alpha / beta)**: 2.36 / 2.35 eV
**Relative energy (zero: lowest compared OMol25 entry of this formula, charge and spin)**: 47.4 kcal/mol
**Highest occupied orbital energy (alpha / beta)**: 2.2 / 2.2 eV
**<S²>**: 2.019
**Spin multiplicity**: 3
**Total charge**: -2

Number 1: energy -73424.4523 eV, largest force on an atom 0.42 eV Å⁻¹. Number 2: energy -139724.1137 eV, largest force on an atom 4.56 eV Å⁻¹. Number 3: energy -8835.5929 eV, largest force on an atom 1.96 eV Å⁻¹. Number 4: energy -58253.7583 eV, largest force on an atom 5.75 eV Å⁻¹.